Molecular formula: C53H77Cl2NO45
Method: DFT, wB97M-V/def2-TZVPD

```
! wB97M-V def2-TZVPD RIJCOSX def2/J DEFGRID3
* xyz 0 1
Cl -2.7182 -2.6355 2.3638
Cl -2.8031 -5.1780 0.5646
O 8.6238 -6.3873 1.3527
O -0.7422 -2.4157 -4.7778
O 0.6614 3.7990 -2.0697
O -2.1162 -1.3830 -0.8624
O 3.6522 6.5603 10.3863
O -4.3336 9.0814 3.1379
O 4.9178 0.5706 2.2644
O -0.7229 2.8974 4.7690
O -3.2783 8.4092 1.3060
O 1.3374 2.7774 5.6578
O 2.8358 5.7172 8.4635
O 4.4634 -6.0539 -0.9327
O -3.0043 -4.9259 -2.9566
O 1.9432 5.6246 1.2478
O -0.6119 -0.2334 -5.3327
O 3.9756 -10.7158 1.0319
O -9.4117 9.0104 -2.9874
O -7.2849 8.5503 -2.5390
O -0.8555 3.8217 -0.4498
O -4.6632 -8.0373 -6.1041
O 4.2840 4.5254 9.6558
O -7.8791 9.1092 -4.6373
O -4.5899 -4.0802 -4.3097
O 4.8185 -12.7424 0.5329
O -2.1387 -0.9174 -3.8732
O 1.8880 6.3245 3.3535
O -2.6710 -8.2588 -5.0870
O 3.4178 -12.4687 2.2772
O -2.8088 0.3656 1.5426
O 7.7309 -4.3412 1.6408
O -4.8540 10.0083 1.1579
O 0.2949 6.9970 1.9161
O 6.2588 0.7056 0.4586
O -0.5585 8.1726 -2.0737
O -2.0820 9.7309 -1.5204
O 4.3626 1.8653 0.5080
O 0.3100 1.9405 -0.8507
O -2.7033 -4.9686 -5.1528
O 7.1958 -5.9759 3.0466
O -4.0889 0.8323 -0.2395
O 2.3434 -6.1861 -0.1914
O -2.7487 7.8235 -2.4404
O 0.9860 2.2537 3.5004
O 3.6379 -8.0227 -0.3234
O -2.8070 -8.0466 -7.3230
N -3.2262 -1.3149 -0.0237
C -2.1558 0.5101 -3.8023
C -0.0660 5.0320 -2.2321
C -0.2016 2.0196 2.7171
C 4.1388 -12.0479 1.2127
C -3.4730 9.9156 -1.8327
C -3.3181 -8.1329 -6.0756
C -3.8873 -8.0991 -8.2605
C 2.9206 -10.2605 1.8883
C -1.8533 -5.7607 -3.1801
C 2.1247 -2.6186 1.0199
C 0.1520 -2.2955 -0.6873
C -1.1298 -1.2956 -4.6806
C -5.0616 -7.6334 -7.4182
C -0.8238 -1.2014 -0.2267
C 6.6532 -4.7772 3.6170
C -2.5614 7.8120 2.4046
C 2.8889 5.2947 3.3084
C 5.5849 -6.9429 -0.8714
C 3.7930 3.6413 8.6410
C 0.0666 3.0834 -1.0996
C 4.9203 -8.3066 -0.9049
C -1.4639 0.8951 -5.0991
C 3.2003 4.6066 7.6340
C -3.5700 -2.4676 0.7574
C 3.3267 -3.0956 0.1664
C 0.5988 2.6500 4.7288
C -1.2318 2.8685 3.4251
C 5.1607 1.0076 1.1894
C -4.8561 -4.0163 -0.6828
C 3.1881 5.2017 1.8249
C -0.7296 5.1940 -0.8829
C -1.4426 -5.3677 -4.5761
C 5.0656 2.3207 -0.6525
C 1.2870 6.3792 2.1532
C 0.7645 -3.0941 0.4913
C -8.1672 8.9110 -3.5050
C -3.9488 8.4914 -2.0118
C -3.5335 -4.6122 -4.1585
C 3.5955 5.6893 9.5823
C -3.3571 -0.0008 0.5357
C 6.0748 1.2078 -0.8699
C 6.6464 -3.8324 2.4288
C 7.9276 -5.6398 1.9585
C 1.1456 -1.6968 -1.6904
C -3.4572 -3.6897 -0.1818
C 2.9208 -11.3210 2.9738
C 2.1499 -1.0976 1.3246
C -1.6888 8.5486 -2.0147
C -4.2137 9.2398 1.8075
C 3.3776 -6.7053 -0.4638
C -7.9407 8.6299 -1.2668
C -3.5752 7.9270 3.5279
C -9.4001 8.4825 -1.6571
H 4.6066 3.0400 8.2458
H 7.3159 -4.4404 4.4153
H -5.5592 -4.0566 0.1526
H 6.1192 -6.7635 0.0624
H 4.7699 -8.6717 -1.9215
H -2.8423 -3.4393 -1.0366
H 3.4314 4.1956 1.4924
H -2.1614 0.9830 -5.9334
H 1.9354 -11.5314 3.3796
H -2.2303 2.4436 3.4018
H -0.7878 4.9030 -3.0401
H -4.0024 -9.1286 -8.6034
H -4.8690 -4.9716 -1.2031
H 1.2125 -0.5927 1.0887
H 3.9724 5.8913 1.5092
H -3.6728 -7.4556 -9.1088
H -0.0465 2.3047 1.6808
H 0.0575 -3.0293 1.3266
H 2.2533 -3.1141 1.9889
H -7.7213 9.6000 -0.8189
H 3.0053 -3.5147 -0.7871
H 4.0393 -2.2871 -0.0125
H 2.3342 4.2091 7.1172
H -0.1058 5.7358 -0.1757
H -0.4575 -3.0027 -1.2646
H 2.9220 -0.6136 0.7200
H -3.9792 10.4285 -1.0213
H -4.9489 0.4368 -0.4282
H 3.0384 2.9864 9.0787
H -3.1797 0.8653 -3.7289
H -0.7706 -4.5149 -4.5742
H 7.0241 1.5493 -1.2724
H -10.0802 9.0486 -1.0275
H -0.8667 1.7998 -5.0273
H 5.6810 0.4055 -1.4955
H 5.4299 -9.0665 -0.3216
H 4.3716 2.4525 -1.4779
H 3.1411 -9.2599 2.2472
H -1.0869 -5.5471 -2.4378
H 1.6894 -0.8463 -1.2718
H 0.6069 5.8455 -2.4780
H -4.2756 8.0514 -1.0694
H -0.9214 -1.1481 0.8562
H 5.5439 3.2745 -0.4214
H 1.9910 -10.2402 1.3189
H -1.2602 3.8922 3.0438
H 5.7271 -3.9000 1.8445
H 3.8554 -3.9084 0.6713
H -1.5976 0.8211 -2.9165
H -7.5795 7.8413 -0.6125
H 3.6070 -11.0841 3.7886
H 2.4259 -0.8987 2.3618
H -4.7318 8.3868 -2.7564
H 3.9390 4.9456 6.9039
H 0.5831 -1.3079 -2.5469
H -1.7056 5.6660 -0.9423
H -3.5465 10.5044 -2.7483
H -1.6584 8.3885 2.5859
H -0.4668 -0.2332 -0.5656
H -0.4380 0.9566 2.7625
H -5.1800 -6.5491 -7.4273
H 1.8473 -2.4313 -2.0823
H -4.2506 7.0710 3.5746
H 6.2555 -6.7726 -1.7082
H -6.0037 -8.1055 -7.6814
H -2.1518 -6.8049 -3.1014
H -2.2857 6.7922 2.1604
H -3.1287 8.0873 4.5045
H -5.1469 -3.2401 -1.3969
H -9.7194 7.4397 -1.6924
H 2.4575 4.3738 3.6998
H 3.7499 5.5722 3.9093
H 0.8076 -4.1535 0.2256
H 5.6657 -4.9742 4.0241
H -1.0139 -6.1850 -5.1490
H 6.8305 -2.7943 2.6893
H -4.6146 -2.3454 1.0427
*
```

Output
Gap between HOMO and LUMO ... 9.57 eV
Molar mass ... 1519.1 g/mol
E_HOMO ... -0.357 Ha


Molecular formula: C2H2F2NO3
Method: DFT, wB97M-V/def2-TZVPD

```
! wB97M-V def2-TZVPD RIJCOSX def2/J DEFGRID3
* xyz -1 1
F -1.5679 0.2580 -1.9291
F -1.8650 -1.3824 -0.5610
O 0.4431 1.2162 0.2975
O 1.1297 -0.7017 1.3223
O 2.6814 0.7289 0.5599
N -0.8060 0.7342 0.5225
C 1.5869 0.2882 0.7791
C -1.0133 -0.4666 -0.9144
H -0.4818 0.0478 1.1763
H -0.1070 -0.7226 -1.2532
*
```

Output
Gap between HOMO and LUMO ... 8.67 eV
Molar mass ... 126.0 g/mol
E_HOMO ... -0.168 Ha


Molecular formula: C47H40N6OP2W
Method: DFT, wB97M-V/def2-TZVPD

```
! wB97M-V def2-TZVPD RIJCOSX def2/J DEFGRID3
* xyz 2 1
W 0.5419 0.1251 -0.0808
P 2.4787 0.4855 1.5492
P -0.7868 -1.6386 -1.3268
O 2.2355 -0.6971 -1.3025
N 3.6446 0.7267 -2.3521
N 2.9185 -1.1891 -3.3954
N -1.1786 1.5786 -1.8146
N -1.2288 0.9591 0.9009
N -5.3786 8.9752 0.2257
N 0.2849 -1.3649 1.2809
C 2.9088 -0.3931 -2.3211
C 0.3935 -2.4857 3.2424
C 6.1667 -0.6700 2.8713
C -1.6971 3.2459 -0.1157
C 3.9859 2.8307 1.3133
C -2.5926 6.9013 -0.2036
C 0.1897 1.0839 -1.8958
C 0.8321 -1.3788 2.5554
C -1.8924 2.8286 -3.6590
C -1.5299 -2.5779 0.0865
C 0.6872 -4.6778 -3.6024
C -1.8565 0.3735 1.9445
C -0.4887 -3.1854 2.3885
C -3.9440 6.8562 0.1377
C -4.5488 5.6298 0.4131
C 1.6188 -0.1969 3.0420
C -0.0829 -3.6306 -3.1267
C 5.3496 -2.3965 1.4200
C 2.8090 2.2588 1.7955
C 1.7824 3.0813 2.2606
C -1.0987 3.0080 -1.4704
C -0.5552 -2.4681 1.2166
C 1.9424 4.4554 2.2630
C -1.8561 5.7364 -0.2597
C 2.1985 -4.4050 -1.7528
C 5.0406 0.0923 2.6152
C 0.2806 -2.9740 -1.9535
C -2.6103 1.2747 2.6983
C -1.7188 2.3084 0.8995
C -1.3482 1.4964 -3.2778
C 1.4112 -3.3859 -1.2483
C 1.8402 -5.0518 -2.9280
C -2.4435 4.5018 0.0377
C 0.8946 2.5438 -3.7792
C -1.7905 3.6703 -2.6382
C 0.1981 1.2669 -3.4195
C 0.4876 3.3323 -1.4876
C 6.3210 -1.9156 2.2827
C 3.1197 5.0215 1.7940
C -2.4861 2.4978 2.0958
C 0.9765 3.5315 -2.8962
C 4.0716 -0.3855 1.7338
C -4.7236 8.0374 0.1913
C 4.2305 -1.6322 1.1363
C 4.1394 4.2066 1.3270
C 1.0306 1.9891 -1.0355
C -3.8056 4.4702 0.3621
H -2.8953 3.4265 2.4346
H -2.0978 4.6993 -2.6138
H 3.5424 -1.0130 -4.1650
H -4.2892 3.5201 0.5309
H 6.9190 -0.2981 3.5476
H 1.1460 5.0877 2.6249
H 0.8598 2.6424 2.6298
H -2.3020 3.0352 -4.6286
H 4.9145 1.0507 3.0980
H 7.1919 -2.5129 2.5040
H 5.0543 4.6474 0.9644
H 2.4117 -2.0619 -3.3732
H 1.6618 -2.9156 -0.3020
H 1.2412 2.6507 -4.7935
H 2.4498 -5.8590 -3.3018
H 3.5537 1.3980 -1.6019
H -0.9861 -3.3291 -3.6379
H 0.6296 -2.7437 4.2547
H -1.7343 -3.6153 -0.1881
H 4.1574 1.0016 -3.1733
H 2.3238 -0.4816 3.8302
H 4.7784 2.1958 0.9386
H 3.0865 -4.7071 -1.2175
H 0.5029 0.4274 -4.0426
H 0.3810 -5.2023 -4.4932
H -1.0452 -4.0666 2.6371
H -0.8074 5.7886 -0.5116
H -2.4809 -2.1044 0.3585
H -2.1300 7.8470 -0.4365
H -3.1715 1.0326 3.5775
H -1.7538 -0.6676 2.1860
H -5.6009 5.5962 0.6497
H 1.4457 4.4688 -3.1351
H 3.2404 6.0944 1.7888
H -1.9477 0.6420 -3.5965
H 0.9379 0.5567 3.4619
H 5.4611 -3.3746 0.9803
H 0.6286 1.9150 0.0511
H 0.7276 4.1791 -0.8396
H 3.4732 -1.9936 0.4513
*
```

Output
Gap between HOMO and LUMO (spin up / spin down) ... 5.30 / 5.99 eV
Molar mass ... 950.7 g/mol
E_HOMO (spin up / spin down) ... -0.471 / -0.473 Ha


Molecular formula: H36O18
Method: DFT, wB97M-V/def2-TZVPD

```
! wB97M-V def2-TZVPD RIJCOSX def2/J DEFGRID3
* xyz 1 2
O 2.3356 -1.8554 1.4359
O 3.8443 0.8221 -0.3442
O -1.7918 -3.1224 -1.4073
O 0.5608 3.5593 0.5299
O -1.8216 -2.3730 1.6402
O -2.4473 0.9832 3.3115
O 3.0830 4.2419 0.0802
O -3.1724 3.2540 1.1885
O -3.1172 -4.6697 1.6421
O -1.6425 0.0817 0.5892
O 3.0631 2.5113 -3.5049
O 1.8412 -1.7646 -1.8561
O -3.5037 -1.2317 -0.1055
O -0.1308 1.4431 2.4799
O 4.7210 -1.5349 -0.4461
O 1.8832 -4.9379 -1.6117
O -3.1428 3.2156 -1.4156
O -0.5613 1.1417 -2.1848
H -2.5382 -3.9186 1.3858
H -4.0678 -1.7506 0.4875
H 3.4486 5.1042 0.1264
H -2.1478 -3.9101 -1.8504
H 3.0146 -1.2515 1.0713
H -1.8148 -3.3180 -0.4636
H 2.5000 -4.3123 -1.2274
H 3.2720 1.3102 -0.9325
H -2.0994 0.9073 0.2892
H 1.1886 -1.8158 -2.5534
H -1.6573 0.3753 1.5819
H 2.4045 -5.2629 -2.3510
H 0.2167 1.6988 -2.3108
H 4.1843 -2.3317 -0.4363
H 0.6470 0.9141 2.2792
H -0.8959 -2.5251 1.4307
H -0.7232 0.6661 2.6667
H -2.0649 -1.5558 1.1329
H 2.1191 4.1124 0.1399
H -2.9550 -4.8532 2.5689
H -0.5007 0.3553 -2.7350
H 4.3290 -0.9256 -1.0730
H -2.3850 0.6082 4.2058
H 3.9899 1.3457 0.4538
H 3.3546 1.6338 -3.2611
H -3.2175 -1.5871 -0.9603
H 0.2226 2.7818 0.9608
H 1.4148 -1.9770 -1.0387
H 3.7202 3.0673 -3.0578
H 0.0170 3.8566 -0.2046
H -2.3202 3.3562 0.7526
H -2.8284 3.9257 -1.9847
H -2.8325 1.8590 3.3712
H 1.6173 -1.3126 1.7354
H -3.5432 2.5738 -2.0243
H -3.1509 4.0075 1.7859
*
```

Output
Expectation value of S² ... 0.757
Gap between HOMO and LUMO (spin up / spin down) ... 9.42 / 2.98 eV
Molar mass ... 324.3 g/mol
E_HOMO (spin up / spin down) ... -0.475 / -0.475 Ha